This record from the Open Molecules 2025 dataset describes a structure of composition C9H9BaF3O13P in a non-equilibrium geometry. The level of theory is ωB97M-V with the def2-TZVPD basis set.

Geometry (Å):
Ba: -1.189 -0.290 -0.878
P: -2.821 2.024 -1.535
O: -3.599 3.252 -1.905
O: -1.283 2.297 -1.154
O: -2.703 0.847 -2.586
O: -3.290 1.334 -0.187
C: 3.457 -4.327 -1.356
C: 4.015 -3.073 -2.038
O: 3.191 -2.050 -1.560
C: 2.080 -2.570 -0.968
O: 1.175 -1.926 -0.566
O: 2.170 -3.912 -0.887
F: 3.923 -3.107 -3.400
H: 4.074 -4.529 -0.479
H: 3.368 -5.203 -1.987
H: 5.053 -2.902 -1.760
C: -5.767 -0.745 2.756
C: -4.943 0.183 3.637
O: -3.622 -0.212 3.334
C: -3.612 -0.832 2.125
O: -2.649 -1.068 1.488
O: -4.868 -1.080 1.706
F: -5.162 -0.098 4.966
H: -6.667 -0.297 2.341
H: -6.054 -1.633 3.325
H: -5.048 1.251 3.472
C: 2.863 3.697 -0.109
C: 3.973 3.015 -0.905
O: 3.370 1.860 -1.392
C: 2.116 1.716 -0.845
O: 1.384 0.834 -1.109
O: 1.858 2.718 -0.002
F: 5.028 2.645 -0.074
H: 2.521 4.600 -0.619
H: 3.238 4.000 0.868
H: 4.421 3.579 -1.717

Output
* E_tot: -54236.9625 eV
* F_max: 2.8 eV/Å
* gap between HOMO and LUMO: 3.73 eV
* net charge: -1

Per-atom Löwdin charges, elementary charge units:
1 Ba 1.92
2 P -0.18
3 O -0.44
4 O -0.67
5 O -0.70
6 O -0.61
7 C -0.04
8 C -0.30
9 O 0.15
10 C -0.53
11 O 0.05
12 O 0.09
13 F 0.07
14 H 0.14
15 H 0.14
16 H 0.16
17 C -0.05
18 C -0.28
19 O 0.14
20 C -0.56
21 O 0.04
22 O 0.09
23 F 0.04
24 H 0.14
25 H 0.14
26 H 0.18
27 C -0.06
28 C -0.29
29 O 0.13
30 C -0.53
31 O 0.05
32 O 0.12
33 F 0.02
34 H 0.15
35 H 0.14
36 H 0.16

This record from the Open Molecules 2025 dataset describes an isolated molecule of C9H9BrO in a non-equilibrium geometry. The level of theory is ωB97M-V with the def2-TZVPD basis set.

Geometry (Å):
C: -1.562 2.169 -0.764
C: 0.761 1.006 -1.116
C: -0.286 -0.561 1.243
C: -2.379 1.965 0.245
C: -0.496 1.151 -0.585
C: -0.904 0.451 0.620
C: 0.949 -1.126 0.636
C: 1.759 -0.138 -0.338
C: 0.610 -2.446 -0.164
O: -2.094 1.010 1.164
Br: 3.028 0.819 0.627
H: -1.745 3.084 -1.419
H: 1.058 1.369 -2.080
H: -0.871 -0.928 2.042
H: -3.342 2.509 0.564
H: 1.559 -1.551 1.426
H: 2.302 -0.727 -1.065
H: 0.214 -3.157 0.509
H: 1.501 -2.792 -0.639
H: -0.062 -2.108 -0.904

Output
* E_tot: -81566.3141 eV
* F_max: 4.6 eV/Å
* gap between HOMO and LUMO: 8.20 eV
* SMILES: C[C@@H]1C=c2occc2=C[C@H]1Br
* net charge: 0

Per-atom natural (NBO) charges, elementary charge units:
1 C -0.34
2 C -0.17
3 C -0.22
4 C 0.16
5 C -0.11
6 C 0.26
7 C -0.25
8 C -0.30
9 C -0.58
10 O -0.46
11 Br 0.04
12 H 0.25
13 H 0.22
14 H 0.23
15 H 0.21
16 H 0.23
17 H 0.22
18 H 0.21
19 H 0.20
20 H 0.21

This record from the Open Molecules 2025 dataset describes a structure of composition C9H9Cl5O5PRuSe. The level of theory is ωB97M-V with the def2-TZVPD basis set.

Geometry (Å):
Ru: 0.546 0.320 -0.954
Cl: 2.167 -1.908 -0.113
C: 0.784 -2.486 -0.995
C: -0.094 -1.496 -1.391
C: -1.215 -1.813 -2.141
Cl: -2.248 -0.527 -2.628
C: -1.474 -3.140 -2.463
Cl: -2.859 -3.550 -3.375
C: -0.581 -4.139 -2.035
Cl: -0.884 -5.766 -2.433
C: 0.567 -3.819 -1.293
Cl: 1.670 -5.015 -0.779
O: 1.020 0.734 -2.741
Se: 2.574 1.550 -2.368
O: 2.724 2.941 -3.113
O: 1.978 1.706 -0.727
O: 3.669 0.393 -2.383
C: -0.177 0.824 3.529
P: -0.488 1.547 1.934
C: 0.528 2.993 1.731
C: -2.207 1.999 1.824
O: -0.182 0.463 0.858
H: -0.388 1.546 4.317
H: 0.868 0.519 3.593
H: -0.812 -0.052 3.663
H: 0.284 3.700 2.527
H: 0.343 3.470 0.769
H: 1.582 2.726 1.789
H: -2.447 2.743 2.584
H: -2.828 1.116 1.975
H: -2.419 2.420 0.840

Output
* E_tot: -159534.9486 eV
* F_max: 0.5 eV/Å
* gap between HOMO and LUMO (spin up / spin down): 8.61 / 5.99 eV
* multiplicity: 5
* net charge: +1
* <S²>: 6.029

Per-atom natural (NBO) charges, elementary charge units:
1 Ru 1.60
2 Cl 0.11
3 C 0.05
4 C -0.30
5 C -0.04
6 Cl 0.09
7 C -0.09
8 Cl 0.11
9 C -0.04
10 Cl 0.13
11 C -0.13
12 Cl 0.12
13 O -0.85
14 Se 2.66
15 O -0.88
16 O -0.97
17 O -0.92
18 C -1.01
19 P 1.94
20 C -1.02
21 C -1.01
22 O -1.05
23 H 0.27
24 H 0.28
25 H 0.28
26 H 0.27
27 H 0.28
28 H 0.29
29 H 0.27
30 H 0.28
31 H 0.27

This record from the Open Molecules 2025 dataset describes the ion C9H9ClF5N2O2S2 with charge +1 in a non-equilibrium geometry. The level of theory is ωB97M-V with the def2-TZVPD basis set.

Geometry (Å):
C: 4.214 -2.355 0.018
C: 3.645 -1.008 0.676
S: 2.302 -0.203 -0.358
C: 1.534 1.098 0.756
C: 0.254 1.688 0.037
C: 0.376 3.058 -0.739
Cl: 1.928 3.960 -0.838
C: -0.982 3.551 -1.381
N: -2.206 2.863 -1.306
N: -2.219 1.731 -0.628
C: -1.163 1.026 0.042
S: -1.493 -0.572 0.908
O: -2.197 -0.209 2.205
O: -0.260 -1.332 1.317
C: -2.492 -1.798 -0.123
F: -1.812 -2.187 -1.306
F: -2.578 -2.973 0.681
C: -3.989 -1.337 -0.447
F: -4.583 -0.506 0.508
F: -4.794 -2.508 -0.529
F: -3.991 -0.791 -1.755
H: 4.275 -2.335 -1.123
H: 5.280 -2.494 0.409
H: 3.638 -3.300 0.334
H: 4.531 -0.270 0.726
H: 3.205 -1.226 1.702
H: 2.348 1.905 0.899
H: 1.293 0.703 1.811
H: -0.911 4.557 -1.933
H: -3.151 1.266 -0.565

Output
* E_tot: -64319.6749 eV
* F_max: 8.6 eV/Å
* gap between HOMO and LUMO: 5.61 eV
* SMILES: CCSCc1c(Cl)cn[nH+]c1S(=O)(=O)C(F)(F)C(F)(F)F
* net charge: +1

Per-atom natural (NBO) charges, elementary charge units:
1 C -0.63
2 C -0.51
3 S 0.19
4 C -0.61
5 C 0.07
6 C 0.03
7 Cl 0.16
8 C 0.02
9 N -0.10
10 N -0.24
11 C -0.04
12 S 1.91
13 O -0.81
14 O -0.80
15 C 0.43
16 F -0.28
17 F -0.26
18 C 0.91
19 F -0.29
20 F -0.28
21 F -0.31
22 H 0.23
23 H 0.24
24 H 0.23
25 H 0.23
26 H 0.23
27 H 0.27
28 H 0.28
29 H 0.28
30 H 0.45